No. 1
11 unconnected molecules or ions with the total composition C93H190N9O9, computed with ωB97M-V/def2-TZVPD.

Each line ends with the Mulliken spin population.
Positions of all 301 atoms, in Å:
C1 -10.831 -2.651 -1.776  0.000
C2 -10.143 -1.377 -1.165  0.000
C3 -8.809 -1.652 -0.541  0.000
C4 -8.104 -0.413 -0.144  0.000
C5 -6.666 -0.655 0.303  0.000
C6 -6.633 -1.551 1.561  0.002
H1 -11.848 -2.521 -2.149  0.000
H2 -10.909 -3.441 -1.025  0.000
H3 -10.179 -3.060 -2.569  0.000
H4 -10.009 -0.666 -1.974  0.000
H5 -10.888 -0.990 -0.463  0.000
H6 -8.192 -2.200 -1.262  0.000
H7 -9.063 -2.286 0.300  0.000
H8 -8.076 0.290 -0.976  0.000
H9 -8.650 0.091 0.660  0.000
H10 -6.083 -1.157 -0.461  0.003
H11 -6.213 0.319 0.509  0.000
H12 -7.087 -2.519 1.396  0.000
H13 -5.626 -1.734 1.930  0.000
H14 -7.212 -1.123 2.384  0.000
C7 -3.059 -3.332 4.193  0.004
C8 -2.984 -4.680 3.388  -0.004
C9 -3.141 -5.842 4.412  0.000
C10 -3.243 -7.180 3.698  0.000
C11 -1.913 -7.763 3.269  0.003
C12 -2.120 -9.086 2.543  0.000
H15 -2.342 -3.282 5.035  0.002
H16 -4.076 -3.269 4.646  0.000
H17 -2.839 -2.470 3.561  0.000
H18 -3.724 -4.712 2.600  0.001
H19 -2.037 -4.865 2.878  0.002
H20 -4.090 -5.733 4.939  0.000
H21 -2.299 -5.856 5.104  0.000
H22 -3.736 -7.874 4.391  0.000
H23 -3.962 -7.113 2.874  0.000
H24 -1.452 -7.018 2.593  -0.001
H25 -1.186 -7.820 4.074  -0.002
H26 -1.155 -9.391 2.111  0.000
H27 -2.476 -9.909 3.180  0.000
H28 -2.820 -8.948 1.715  0.000
C13 -4.664 -4.236 -0.397  0.013
C14 -4.657 -5.191 -1.591  0.003
C15 -6.018 -5.851 -1.970  0.016
C16 -6.905 -4.789 -2.696  -0.015
C17 -6.325 -4.338 -4.033  0.022
C18 -4.929 -3.645 -3.774  0.005
N1 -4.137 -4.533 -2.873  0.405
O1 -2.902 -4.040 -2.701  0.504
C19 -4.079 -3.686 -5.025  0.024
C20 -4.957 -2.217 -3.148  0.057
C21 -3.570 -6.191 -1.303  0.002
H29 -3.668 -3.857 -0.116  0.023
H30 -5.032 -4.799 0.467  0.001
H31 -5.320 -3.392 -0.604  -0.022
H32 -5.791 -6.723 -2.600  -0.005
H33 -6.574 -6.220 -1.095  0.000
H34 -6.919 -3.863 -2.111  0.003
H35 -7.948 -5.092 -2.753  0.000
H36 -7.039 -3.639 -4.459  0.000
H37 -6.161 -5.161 -4.721  -0.007
H38 -3.254 -3.017 -4.754  -0.003
H39 -3.584 -4.645 -5.151  -0.029
H40 -4.594 -3.274 -5.881  0.005
H41 -3.974 -1.797 -2.977  -0.026
H42 -5.503 -1.611 -3.887  0.001
H43 -5.506 -2.148 -2.220  -0.006
H44 -2.696 -5.678 -0.917  0.007
H45 -3.245 -6.705 -2.204  -0.004
H46 -3.873 -6.859 -0.498  0.000
C22 -2.149 4.311 -1.243  -0.083
C23 -2.460 5.141 -0.012  -0.015
C24 -1.724 4.657 1.234  0.052
C25 -1.593 5.741 2.314  -0.019
C26 -0.777 6.929 1.690  0.065
C27 -1.574 7.555 0.525  -0.049
N2 -1.949 6.465 -0.344  0.416
O2 -2.189 6.815 -1.646  0.530
C28 -2.777 8.359 0.916  0.033
C29 -0.675 8.487 -0.322  -0.003
C30 -4.007 5.183 0.144  0.038
H47 -2.234 3.274 -0.928  0.000
H48 -1.128 4.484 -1.577  0.057
H49 -2.837 4.559 -2.036  0.009
H50 -2.191 3.740 1.635  0.004
H51 -0.719 4.381 0.887  -0.002
H52 -1.105 5.430 3.234  -0.001
H53 -2.620 6.039 2.564  -0.004
H54 0.204 6.600 1.324  -0.009
H55 -0.655 7.665 2.500  0.001
H56 -2.528 9.224 1.539  0.001
H57 -3.382 8.566 0.022  0.000
H58 -3.428 7.689 1.496  0.001
H59 0.141 7.939 -0.803  -0.004
H60 -1.223 8.913 -1.158  0.005
H61 -0.270 9.246 0.344  -0.001
H62 -4.502 5.788 -0.612  -0.003
H63 -4.241 5.618 1.115  0.001
H64 -4.378 4.165 0.186  0.001
C31 -0.719 5.078 -4.741  -0.003
C32 0.778 5.375 -4.597  -0.029
C33 0.995 6.850 -4.078  0.031
C34 2.338 6.965 -3.352  -0.021
C35 2.459 6.014 -2.150  0.075
C36 2.407 4.532 -2.679  -0.058
N3 1.201 4.415 -3.531  0.532
O3 0.728 3.142 -3.684  0.411
C37 3.688 4.038 -3.402  0.031
C38 2.068 3.541 -1.574  -0.015
C39 1.518 5.112 -5.904  0.036
H65 -1.141 5.091 -3.724  0.021
H66 -0.898 4.059 -5.079  0.002
H67 -1.242 5.829 -5.334  -0.003
H68 0.983 7.512 -4.937  0.000
H69 0.151 7.118 -3.458  -0.009
H70 2.617 8.005 -3.124  -0.001
H71 3.099 6.666 -4.095  -0.003
H72 1.612 6.128 -1.454  -0.014
H73 3.391 6.249 -1.602  0.014
H74 4.021 4.812 -4.104  0.005
H75 4.477 3.889 -2.676  0.002
H76 3.448 3.165 -4.008  -0.004
H77 1.010 3.707 -1.329  0.007
H78 2.022 2.534 -1.982  0.015
H79 2.722 3.599 -0.703  -0.019
H80 2.574 5.404 -5.859  0.001
H81 0.972 5.593 -6.737  0.000
H82 1.563 4.026 -6.002  -0.001
C40 4.345 -0.759 5.191  -0.010
C41 3.517 0.171 6.143  -0.037
C42 3.145 1.506 5.397  0.053
C43 1.999 2.201 6.185  -0.011
C44 0.765 1.257 6.159  0.054
C45 1.043 -0.059 6.897  -0.016
N4 2.316 -0.559 6.354  0.365
O4 2.507 -1.918 6.670  0.567
C46 1.157 0.014 8.384  0.031
C47 0.020 -1.230 6.574  -0.004
C48 4.222 0.463 7.430  0.033
H83 3.662 -0.938 4.367  -0.004
H84 4.507 -1.697 5.733  0.004
H85 5.313 -0.355 4.844  -0.001
H86 4.008 2.148 5.298  0.007
H87 2.770 1.208 4.402  -0.010
H88 1.756 3.202 5.790  -0.001
H89 2.408 2.285 7.192  -0.003
H90 0.553 0.972 5.120  -0.014
H91 -0.124 1.748 6.530  0.000
H92 1.964 0.663 8.716  0.000
H93 0.193 0.364 8.770  0.001
H94 1.383 -0.990 8.784  0.001
H95 -1.042 -1.019 6.839  0.000
H96 0.124 -1.525 5.530  -0.004
H97 0.310 -2.080 7.206  0.005
H98 5.264 0.734 7.238  0.002
H99 4.210 -0.461 8.022  0.000
H100 3.705 1.217 8.033  -0.001
C49 0.284 0.436 -6.205  0.028
C50 -0.935 -0.411 -5.665  -0.036
C51 -1.791 0.257 -4.558  0.046
C52 -2.754 1.297 -5.124  -0.031
C53 -3.754 0.567 -6.036  0.068
C54 -2.963 0.034 -7.285  -0.040
N5 -1.864 -0.816 -6.786  0.412
O5 -1.343 -1.702 -7.691  0.544
C55 -3.823 -0.957 -8.139  -0.004
C56 -2.427 1.089 -8.204  0.039
C57 -0.325 -1.787 -5.197  0.028
H101 0.699 -0.176 -7.024  -0.005
H102 1.010 0.720 -5.435  0.009
H103 -0.019 1.405 -6.634  -0.004
H104 -2.384 -0.548 -4.120  -0.018
H105 -1.176 0.671 -3.760  0.014
H106 -2.196 2.057 -5.666  -0.002
H107 -3.308 1.782 -4.304  -0.001
H108 -4.525 1.268 -6.355  0.000
H109 -4.238 -0.282 -5.537  -0.018
H110 -3.325 -1.400 -9.011  0.003
H111 -4.069 -1.783 -7.469  0.001
H112 -4.750 -0.455 -8.449  0.000
H113 -1.860 1.836 -7.630  -0.004
H114 -1.750 0.715 -8.980  -0.004
H115 -3.280 1.573 -8.676  0.001
H116 0.320 -2.212 -5.966  0.003
H117 -1.114 -2.521 -4.979  -0.021
H118 0.293 -1.681 -4.287  -0.004
C58 3.654 7.870 0.704  -0.071
C59 4.499 7.454 1.885  0.022
C60 3.673 7.499 3.244  0.041
C61 4.304 6.549 4.280  -0.016
C62 4.334 5.049 3.810  0.037
C63 5.148 4.939 2.488  -0.018
N6 4.689 5.986 1.576  0.395
O6 5.065 5.778 0.306  0.532
C64 6.699 5.011 2.630  0.020
C65 4.801 3.613 1.778  -0.002
C66 5.824 8.226 1.970  0.020
H119 2.775 7.222 0.634  0.032
H120 4.275 7.585 -0.136  0.005
H121 3.370 8.929 0.633  -0.002
H122 3.660 8.531 3.634  0.000
H123 2.662 7.154 3.014  -0.014
H124 3.882 6.626 5.273  -0.001
H125 5.335 6.868 4.373  -0.002
H126 3.326 4.699 3.562  -0.003
H127 4.724 4.440 4.626  0.001
H128 7.154 4.136 3.105  0.004
H129 7.097 5.293 1.647  -0.001
H130 6.957 5.886 3.231  0.002
H131 5.287 3.641 0.789  -0.002
H132 5.039 2.713 2.364  -0.004
H133 3.755 3.647 1.453  0.004
H134 6.423 7.966 2.845  0.001
H135 5.548 9.284 2.028  0.001
H136 6.436 8.084 1.085  -0.003
C67 3.448 -8.717 2.229  0.003
C68 3.400 -7.203 2.029  -0.014
C69 2.459 -6.802 0.843  0.053
C70 2.082 -5.263 0.999  -0.022
C71 1.332 -5.027 2.408  0.106
C72 2.328 -5.336 3.518  -0.057
N7 2.857 -6.667 3.252  0.363
O7 3.404 -7.240 4.348  0.541
C73 3.501 -4.304 3.747  0.085
C74 1.622 -5.481 4.884  -0.001
C75 4.831 -6.669 1.837  0.047
H137 3.846 -9.227 1.356  0.000
H138 2.498 -9.118 2.556  -0.007
H139 4.152 -8.829 3.064  0.007
H140 2.860 -6.967 -0.187  -0.001
H141 1.586 -7.472 0.887  -0.005
H142 1.437 -4.899 0.193  -0.001
H143 2.986 -4.632 0.900  0.001
H144 0.435 -5.658 2.505  -0.018
H145 1.017 -3.961 2.399  0.001
H146 4.241 -4.799 4.404  -0.007
H147 4.055 -4.105 2.834  -0.005
H148 3.108 -3.365 4.148  -0.034
H149 2.495 -5.426 5.527  0.008
H150 1.013 -4.609 5.087  -0.001
H151 1.149 -6.422 5.169  -0.020
H152 5.268 -7.156 0.955  0.001
H153 5.358 -6.859 2.775  -0.005
H154 4.918 -5.594 1.609  -0.005
C76 7.178 -0.905 -0.852  0.013
C77 5.849 -0.379 -1.487  0.017
C78 5.961 0.150 -2.939  0.039
C79 6.231 -1.026 -3.912  -0.015
C80 4.972 -1.899 -3.974  0.018
C81 4.695 -2.534 -2.589  0.007
N8 4.906 -1.459 -1.623  0.412
O8 4.461 -1.879 -0.321  0.492
C82 3.224 -2.957 -2.400  -0.011
C83 5.553 -3.736 -2.212  0.019
C84 5.201 0.580 -0.521  -0.013
H155 7.570 -1.713 -1.486  0.003
H156 7.047 -1.406 0.127  0.003
H157 7.911 -0.105 -0.840  0.001
H158 4.968 0.549 -3.152  -0.018
H159 6.614 1.010 -3.040  0.000
H160 7.098 -1.556 -3.505  -0.002
H161 6.536 -0.686 -4.902  -0.001
H162 5.131 -2.632 -4.773  0.000
H163 4.157 -1.218 -4.286  -0.003
H164 2.580 -2.119 -2.649  0.016
H165 2.980 -3.834 -3.004  -0.005
H166 3.102 -3.067 -1.317  -0.004
H167 5.396 -3.968 -1.143  0.000
H168 5.297 -4.621 -2.819  0.002
H169 6.639 -3.543 -2.382  0.000
H170 5.898 1.406 -0.311  -0.008
H171 4.910 0.056 0.389  0.013
H172 4.285 0.978 -0.989  0.014
C85 1.485 -0.953 1.819  0.019
C86 0.675 0.187 1.106  -0.057
C87 1.030 0.376 -0.364  0.095
C88 0.475 -0.701 -1.249  -0.064
C89 -1.047 -0.722 -1.148  0.094
C90 -1.534 -1.039 0.292  -0.049
N9 -0.764 -0.143 1.187  0.431
O9 -1.299 0.039 2.319  0.502
C91 -2.993 -0.624 0.595  0.005
C92 -1.299 -2.465 0.787  0.025
C93 0.783 1.464 1.929  0.000
H173 2.551 -0.717 1.874  -0.012
H174 1.467 -1.883 1.241  -0.010
H175 1.040 -1.127 2.807  0.032
H176 0.624 1.341 -0.708  0.003
H177 2.107 0.361 -0.576  0.001
H178 0.869 -1.680 -0.948  -0.019
H179 0.781 -0.570 -2.296  0.003
H180 -1.393 -1.566 -1.755  0.002
H181 -1.529 0.211 -1.489  0.008
H182 -3.062 0.468 0.481  -0.029
H183 -3.707 -1.053 -0.147  0.013
H184 -3.213 -0.807 1.633  0.017
H185 -1.485 -2.645 1.856  -0.026
H186 -1.883 -3.137 0.151  0.032
H187 -0.236 -2.630 0.586  0.002
H188 1.801 1.859 1.957  -0.003
H189 0.400 1.297 2.936  0.031
H190 0.117 2.198 1.460  -0.043

Results
frontier orbital gap (alpha / beta): 0.2937 / 0.3255 Eh
multiplicity: 10
⟨S²⟩: 24.7914
highest occupied orbital energy (alpha / beta): -7.59 / -9.09 eV
calculated total energy: -4826.833620 Eh

---

No. 2
A gas-phase ion, C3H5ClN (charge +1), computed with ωB97M-V/def2-TZVPD.

Each line ends with the Löwdin charge.
Positions of all 10 atoms, in Å:
C1 1.379 1.810 -0.012  0.100
C2 -0.781 -0.082 -0.021  -0.739
C3 0.348 0.842 -0.037  0.017
N1 -0.551 -1.526 -0.013  0.115
Cl1 -2.440 0.362 -0.012  0.749
H1 1.889 1.920 0.975  0.097
H2 -1.437 -1.936 -0.330  0.140
H3 0.360 -1.630 -0.557  0.195
H4 -0.270 -2.044 0.975  0.257
H5 1.503 2.283 -0.968  0.069

Results
frontier orbital gap: 0.3502 Eh
multiplicity: 1
net charge: +1
highest occupied orbital energy: -14.02 eV
calculated total energy: -631.862402 Eh

---

No. 3
A single C5H10O molecule, computed with ωB97M-V/def2-TZVPD.

Each line ends with the Löwdin charge.
Positions of all 16 atoms, in Å:
C1 -2.111 -0.801 0.441  -0.100
O1 -1.135 0.190 0.658  -0.157
C2 -0.395 0.706 -0.410  -0.315
C3 0.678 1.612 0.094  -0.061
C4 1.059 0.336 -0.614  -0.278
C5 1.643 -0.878 0.060  -0.066
H1 -2.758 -0.772 1.326  0.089
H2 -1.679 -1.808 0.363  0.085
H3 -2.737 -0.606 -0.442  0.088
H4 -0.949 0.925 -1.322  0.145
H5 0.757 1.611 1.179  0.116
H6 0.857 2.573 -0.378  0.101
H7 1.430 0.516 -1.624  0.130
H8 1.736 -1.686 -0.675  0.075
H9 0.972 -1.218 0.854  0.074
H10 2.634 -0.699 0.489  0.074

Results
frontier orbital gap: 0.3769 Eh
multiplicity: 1
highest occupied orbital energy: -9.12 eV
calculated total energy: -271.689707 Eh

---

ΔE to the lowest compared entry with this formula, charge and spin (computed, kcal per mole): 0.0; 22.3; 39.5
Molar mass (computed, g/mol): 1578.597; 90.533; 86.134
Largest force on an atom (computed, eV/A): 7.36; 6.95; 0.40